(1)
Density functional theory data (ωB97M-V/def2-TZVPD) for the molecule C6H6.

Geometry as XYZ:
```
12
Properties=species:S:1:pos:R:3
C -1.1813 -0.9787 -0.6507
C -0.4156 -0.0851 0.3608
C 0.9676 -0.5877 0.3758
C 2.1036 -0.8496 0.0807
C -0.2207 1.3831 0.2306
C 0.1482 2.5109 0.4517
H -0.5404 -1.2463 -1.4948
H -1.4034 -1.9116 -0.1187
H -2.1231 -0.5720 -1.0250
H -0.9237 -0.1908 1.3264
H 3.1197 -0.9805 -0.2064
H 0.4691 3.5084 0.6696
```

Computed properties:
LUMO level: 1.0 eV
relative energy (zero: lowest compared OMol25 entry of this formula, charge and spin): 99.3 kcal per mole
highest occupied orbital energy: -9.8 eV
Kohn-Sham gap: 0.3955 Eh
total charge: 0

(2)
Density functional theory data (ωB97M-V/def2-TZVPD) for the molecule C6H6.

Geometry as XYZ:
```
12
Properties=species:S:1:pos:R:3
C 0.3060 -1.6678 -0.3278
C 0.9415 -0.3105 -0.0901
C 0.6402 0.6913 -1.5886
C -0.0324 1.0830 -0.5871
C -0.9377 1.6923 0.2870
C -1.7267 2.1988 1.0452
H 0.7803 -2.4234 0.3094
H -0.7602 -1.6303 -0.0855
H 0.4063 -1.9759 -1.3720
H 2.0212 -0.2958 -0.2495
H 0.8049 0.0022 0.9517
H -2.4435 2.6360 1.7073
```

Computed properties:
LUMO level: 1.0 eV
relative energy (zero: lowest compared OMol25 entry of this formula, charge and spin): 139.6 kcal per mole
highest occupied orbital energy: -9.5 eV
Kohn-Sham gap: 0.3850 Eh
total charge: 0

(3)
Density functional theory data (ωB97M-V/def2-TZVPD) for the molecule C6H6.

Geometry as XYZ:
```
12
Properties=species:S:1:pos:R:3
C 0.9294 0.3960 1.4365
C 0.0387 1.1438 0.4349
C 0.1677 0.4398 -0.8320
C 0.2878 -0.4573 -1.6328
C -0.3091 -1.6192 -2.1540
C -1.4440 -1.9293 -1.8622
H 1.0548 0.9584 2.3631
H 0.5038 -0.5869 1.6693
H 1.9076 0.2232 0.9797
H 0.3161 2.1934 0.3293
H -1.0117 1.1213 0.7663
H -2.4412 -1.8833 -1.4979
```

Computed properties:
LUMO level: 0.5 eV
relative energy (zero: lowest compared OMol25 entry of this formula, charge and spin): 129.3 kcal per mole
highest occupied orbital energy: -8.9 eV
Kohn-Sham gap: 0.3459 Eh
total charge: 0

(4)
Density functional theory data (ωB97M-V/def2-TZVPD) for the molecule C6H6.

Geometry as XYZ:
```
12
Properties=species:S:1:pos:R:3
C 0.6547 0.3273 1.4383
C -0.3925 -0.0495 0.3697
C -0.3921 0.9956 -0.6683
C -0.2259 1.7834 -1.5622
C -0.2398 -1.3321 -0.3493
C -0.3016 -2.2904 -1.0764
H 1.5730 0.6850 0.9662
H 0.2443 1.1504 2.0325
H 0.8936 -0.5015 2.1091
H -1.3718 -0.1010 0.8632
H -0.0623 2.4517 -2.3765
H -0.3796 -3.1189 -1.7464
```

Computed properties:
LUMO level: 1.0 eV
relative energy (zero: lowest compared OMol25 entry of this formula, charge and spin): 92.1 kcal per mole
highest occupied orbital energy: -9.9 eV
Kohn-Sham gap: 0.4021 Eh
total charge: 0

(5)
Density functional theory data (ωB97M-V/def2-TZVPD) for the molecule C6H6.

Geometry as XYZ:
```
12
Properties=species:S:1:pos:R:3
C -1.0413 1.2786 -0.2902
C -1.8854 1.6016 2.3169
C -1.6432 1.6094 1.0190
C 0.4811 1.4895 -0.5991
C 0.0665 0.2471 -0.4397
C 0.5214 -1.1480 -0.1374
H -1.7288 1.3478 -1.0523
H -2.1933 2.6679 1.1855
H 1.0859 2.2510 -1.1786
H -0.2375 -1.8951 0.0474
H 1.2442 -1.2880 0.5560
H 1.1306 -1.4966 -0.9201
```

Computed properties:
LUMO level: 0.7 eV
relative energy (zero: lowest compared OMol25 entry of this formula, charge and spin): 164.1 kcal per mole
highest occupied orbital energy: -9.5 eV
Kohn-Sham gap: 0.3758 Eh
total charge: 0

(6)
Density functional theory data (ωB97M-V/def2-TZVPD) for the molecule C6H6.

Geometry as XYZ:
```
12
Properties=species:S:1:pos:R:3
C -0.2582 1.3675 2.6801
C -0.0084 1.1512 1.5225
C 0.2512 0.8190 0.1185
C -0.4610 -0.5138 -0.3013
C -0.0405 -1.1246 -1.5040
C 0.6830 -1.7674 -2.2656
H -0.4693 1.5473 3.7113
H 1.3282 0.7656 -0.0686
H -0.1020 1.6696 -0.5036
H -0.1987 -1.6832 -0.1293
H -1.4807 -0.5446 0.0645
H 0.7565 -1.6867 -3.3246
```

Computed properties:
LUMO level: 0.8 eV
relative energy (zero: lowest compared OMol25 entry of this formula, charge and spin): 138.5 kcal per mole
highest occupied orbital energy: -9.2 eV
Kohn-Sham gap: 0.3681 Eh
total charge: 0

(7)
Density functional theory data (ωB97M-V/def2-TZVPD) for the molecule C6H6.

Geometry as XYZ:
```
12
Properties=species:S:1:pos:R:3
C -1.7315 0.6371 0.2192
C -1.1147 -0.7281 -0.1068
C 0.1445 -0.4422 -0.7749
C 1.2067 0.0571 -1.0692
C 2.5162 0.2561 -0.6707
C 3.4165 0.0727 0.1089
H -2.7587 0.5536 0.5771
H -1.1227 1.1435 0.9756
H -1.7080 1.2556 -0.6821
H -1.7679 -1.3624 -0.7108
H -0.8890 -1.2849 0.8155
H 4.0047 -0.3052 0.9077
```

Computed properties:
LUMO level: 1.0 eV
relative energy (zero: lowest compared OMol25 entry of this formula, charge and spin): 103.2 kcal per mole
highest occupied orbital energy: -9.1 eV
Kohn-Sham gap: 0.3714 Eh
total charge: 0

(8)
Density functional theory data (ωB97M-V/def2-TZVPD) for a structure of composition C6H6AgO2.

Geometry as XYZ:
```
15
Properties=species:S:1:pos:R:3
C 1.2816 -0.2038 -1.3639
C 0.8954 -0.2764 -0.0667
O 1.0727 -0.9114 0.9385
H 1.6240 -1.1446 -1.8020
Ag 0.0660 -1.0667 2.8340
O -0.7826 0.8519 2.0906
C -0.4663 1.3895 0.9117
C -0.3995 2.4394 0.2344
C 0.9905 2.2628 -1.6304
C 1.2437 0.9985 -2.1349
H -1.1415 1.4938 2.7209
H -0.5688 3.5065 0.2341
H 1.7897 2.7085 -1.0254
H 0.5185 2.9742 -2.3157
H 1.4362 0.8870 -3.2035
```

Computed properties:
LUMO level (alpha / beta): -4.9 / -5.9 eV
multiplicity: 3
expectation value of S²: 2.02
highest occupied orbital energy (alpha / beta): -10.2 / -13.3 eV
Kohn-Sham gap (alpha / beta): 0.1951 / 0.2746 Eh
total charge: +1

(9)
Density functional theory data (ωB97M-V/def2-TZVPD) for a cluster of 6 separate species, C6H6Cl18 in total.

Geometry as XYZ:
```
30
Properties=species:S:1:pos:R:3
C -0.1762 -0.7068 -4.3391
Cl 0.8081 0.5234 -5.1481
Cl 0.4102 -2.3352 -4.7077
Cl -1.8900 -0.5734 -4.7655
H -0.1253 -0.5068 -3.2780
C -5.1566 1.3236 -0.3407
Cl -5.2198 1.1309 -2.1200
Cl -6.8012 1.2740 0.3016
Cl -4.3464 2.8256 0.0911
H -4.5672 0.5359 0.1053
C 3.7530 -2.6332 -0.7233
Cl 5.2143 -2.8860 -1.6465
Cl 3.0481 -1.0722 -1.0827
Cl 4.0806 -2.7784 1.0363
H 3.0006 -3.3783 -0.9447
C 4.7923 1.0677 1.7129
Cl 6.1605 0.0878 1.2363
Cl 5.1146 2.8036 1.5909
Cl 4.2607 0.6553 3.3464
H 3.9865 0.9194 1.0062
C 0.0384 0.4233 0.1202
Cl 0.4102 1.3408 -1.3735
Cl -1.7095 0.4294 0.4108
Cl 0.9124 1.0278 1.5090
H 0.3395 -0.6048 -0.0285
C -3.2434 0.2816 3.5528
Cl -3.3733 0.9456 5.1915
Cl -4.7790 -0.0495 2.8137
Cl -2.2107 -1.1462 3.4533
H -2.7317 1.0751 3.0202
```

Computed properties:
LUMO level: 0.0 eV
relative energy (zero: lowest compared OMol25 entry of this formula, charge and spin): 4.4 kcal per mole
highest occupied orbital energy: -11.1 eV
Kohn-Sham gap: 0.4111 Eh
total charge: 0

(10)
Density functional theory data (ωB97M-V/def2-TZVPD) for the molecule C6H6Cl2.

Geometry as XYZ:
```
14
Properties=species:S:1:pos:R:3
C -0.6821 1.9327 -0.6793
C -1.4626 0.9095 -1.0006
C -1.3620 -0.3570 -0.2471
C -0.3908 -0.9932 0.4177
C 1.0107 -0.6761 0.2825
C 1.9701 -1.2494 1.0361
H 0.0291 1.7799 0.2121
H -2.3607 0.9526 -1.5866
H -2.3425 -0.8677 -0.1935
H -0.6765 -1.8319 1.0201
H 1.4810 -0.0506 -0.4805
H 1.6433 -1.9336 1.8898
Cl -0.5497 3.4183 -1.5259
Cl 3.6923 -1.0336 0.8551
```

Computed properties:
LUMO level: 0.1 eV
relative energy (zero: lowest compared OMol25 entry of this formula, charge and spin): 35.9 kcal per mole
highest occupied orbital energy: -8.4 eV
Kohn-Sham gap: 0.3116 Eh
total charge: 0

(11)
Density functional theory data (ωB97M-V/def2-TZVPD) for a cluster of 2 separate species, C6H6Cl2O in total.

Geometry as XYZ:
```
15
Properties=species:S:1:pos:R:3
C 0.7958 0.1254 2.0059
C 1.3030 1.1211 -0.3548
C 0.9199 0.5440 0.7819
C -1.9148 -0.1157 -1.7074
C -1.1058 -0.3564 -0.7144
C -2.4490 0.1807 -0.4285
O 0.6432 1.8742 -1.3009
Cl -2.8592 1.7327 0.1763
Cl -3.5573 -0.9372 0.3829
H 1.0001 0.6770 2.9005
H 0.3379 -0.8505 2.1964
H 2.3180 1.0762 -0.8155
H -0.3773 1.8701 -1.1134
H -2.1348 0.0008 -2.7488
H -0.3987 -0.8022 -0.0771
```

Computed properties:
LUMO level: 0.5 eV
relative energy (zero: lowest compared OMol25 entry of this formula, charge and spin): 135.9 kcal per mole
highest occupied orbital energy: -9.0 eV
Kohn-Sham gap: 0.3517 Eh
total charge: 0

(12)
Density functional theory data (ωB97M-V/def2-TZVPD) for a cluster of 2 separate species, C6H6Cl4Si in total.

Geometry as XYZ:
```
17
Properties=species:S:1:pos:R:3
C 0.3957 1.4603 0.7892
C 1.5756 0.9999 1.5776
C -0.5654 0.5168 0.8915
C 1.2036 -0.0608 2.2988
C -0.1588 -0.5274 1.8984
C -0.2528 -1.2372 -2.6580
Si -1.6145 -0.1316 -2.6268
Cl 0.3950 2.7211 -0.3305
Cl 3.0398 1.8686 1.6350
Cl 2.0567 -0.9734 3.4390
Cl 0.1655 -2.0387 0.9206
H -0.8069 -0.8724 2.6931
H -0.3974 -2.2997 -2.4530
H -1.3896 0.5259 0.3372
H 0.7014 -0.7607 -2.8128
H -2.9900 -0.5133 -2.7830
H -1.3577 1.3227 -2.8165
```

Computed properties:
LUMO level: -0.3 eV
relative energy (zero: lowest compared OMol25 entry of this formula, charge and spin): 44.7 kcal per mole
highest occupied orbital energy: -8.5 eV
Kohn-Sham gap: 0.3010 Eh
total charge: 0

(13)
Density functional theory data (ωB97M-V/def2-TZVPD) for the molecule C6H6F2.

Geometry as XYZ:
```
14
Properties=species:S:1:pos:R:3
C 0.2051 -0.9897 1.7942
C 0.3262 0.2554 0.9952
C 0.0025 0.3654 -0.3023
C -0.5206 -0.7103 -1.0839
C -0.9768 -1.5843 -1.7661
C 0.1730 1.6753 -1.0436
H -0.4523 -0.8096 2.6689
H -0.2030 -1.8417 1.2195
H 1.1795 -1.3149 2.1778
H 0.7120 1.1367 1.4776
H -1.4006 -2.3739 -2.3783
H -0.7805 2.0468 -1.4612
F 1.0510 1.5052 -2.0742
F 0.6846 2.6395 -0.2236
```

Computed properties:
LUMO level: 0.9 eV
relative energy (zero: lowest compared OMol25 entry of this formula, charge and spin): 33.0 kcal per mole
highest occupied orbital energy: -9.4 eV
Kohn-Sham gap: 0.3760 Eh
total charge: 0

(14)
Density functional theory data (ωB97M-V/def2-TZVPD) for the molecule C6H6FNO.

Geometry as XYZ:
```
15
Properties=species:S:1:pos:R:3
C 0.8798 0.4798 1.0277
C 0.3300 -0.8358 0.4222
C 0.2941 1.7254 0.9767
C 0.9856 -1.5247 -0.9252
C -1.0966 -0.3595 -0.2068
C -1.1048 0.9639 -0.5947
N -0.6334 1.9790 0.0399
O 1.5937 -2.5661 -1.1950
F -1.5558 1.1971 -1.9114
H 1.7427 0.1701 1.6516
H 0.2255 -1.5259 1.2798
H 0.5748 2.6214 1.5386
H 0.8404 -0.7931 -1.7318
H -1.3493 -1.0003 -1.0228
H -1.7267 -0.5312 0.6513
```

Computed properties:
LUMO level: -0.4 eV
relative energy (zero: lowest compared OMol25 entry of this formula, charge and spin): 42.3 kcal per mole
highest occupied orbital energy: -8.8 eV
Kohn-Sham gap: 0.3089 Eh
total charge: 0

(15)
Density functional theory data (ωB97M-V/def2-TZVPD) for a structure of composition C6H6FNO.

Geometry as XYZ:
```
15
Properties=species:S:1:pos:R:3
C 1.1927 1.0549 1.7595
C -0.2416 1.0726 1.7183
C 1.5712 0.4729 0.6245
C -0.6121 0.6657 0.4896
C 0.5516 -0.7058 -1.1260
C -1.3258 -1.1317 -1.7290
N 0.5178 0.1752 -0.1853
O 1.3587 -1.3182 -1.7112
F -1.2971 -2.4971 -2.0514
H 1.8427 1.4123 2.4890
H -0.8394 1.4573 2.5411
H 2.6473 0.2943 0.4197
H -1.6026 0.7945 0.0531
H -1.8499 -0.6900 -2.4706
H -1.9137 -1.0569 -0.8213
```

Computed properties:
LUMO level: 0.6 eV
relative energy (zero: lowest compared OMol25 entry of this formula, charge and spin): 43.4 kcal per mole
highest occupied orbital energy: -9.5 eV
Kohn-Sham gap: 0.3709 Eh
total charge: 0

(16)
Density functional theory data (ωB97M-V/def2-TZVPD) for a structure of composition C6H6HgNaO2.

Geometry as XYZ:
```
16
Properties=species:S:1:pos:R:3
C -0.7611 -1.7605 1.1278
C -1.1396 -0.6882 0.4127
C -1.3907 -0.6087 -1.0316
H -0.5774 -1.6645 2.1975
H -0.6561 -2.7521 0.6797
H -1.2075 0.2784 0.9178
H -1.8351 0.2907 -1.4629
C -1.4224 -1.6899 -1.8318
O -1.6756 -2.6623 -2.4104
O 1.7332 1.3813 1.1453
C 1.4316 1.9474 -0.0016
C 0.7629 1.4009 -1.0280
Na 1.7604 -0.7422 0.3815
Hg 2.6513 2.5089 3.0976
H 0.5037 1.7891 -2.0113
H 1.8224 2.9717 -0.1823
```

Computed properties:
LUMO level (alpha / beta): -3.7 / -7.0 eV
multiplicity: 3
expectation value of S²: 2.03
relative energy (zero: lowest compared OMol25 entry of this formula, charge and spin): 2.0 kcal per mole
highest occupied orbital energy (alpha / beta): -11.8 / -11.9 eV
Kohn-Sham gap (alpha / beta): 0.2983 / 0.1802 Eh
total charge: +1

Number 1: total energy -6314.89272 eV. Number 2: total energy -6313.14768 eV. Number 3: total energy -6313.59154 eV. Number 4: total energy -6315.20792 eV. Number 5: total energy -6312.08449 eV. Number 6: total energy -6313.19316 eV. Number 7: total energy -6314.72466 eV. Number 8: total energy -14397.66985 eV. Number 9: total energy -231722.56386 eV. Number 10: total energy -31362.06970 eV. Number 11: total energy -33406.08845 eV. Number 12: total energy -64283.14356 eV. Number 13: total energy -11752.03584 eV. Number 14: total energy -12571.35500 eV. Number 15: total energy -12571.31067 eV. Number 16: total energy -18994.01495 eV.